A single CH3BrN2 molecule at a distorted geometry, computed with wB97M-V/def2-TZVPD.

Last column: natural (NBO) charge in e.
Positions of all 7 atoms, in Å:
1 Br -2.40481 0.97143 0.14197  -0.0737
2 C 0.76816 0.03888 0.01955  -0.5072
3 H 0.94885 0.25183 -1.02160  0.2379
4 H 0.36662 1.05864 0.57255  0.2412
5 N -1.30577 -0.99541 0.00847  -0.0374
6 N -0.15825 -0.99763 0.03803  -0.0916
7 H 1.78519 -0.32774 0.24103  0.2309

- Total charge: 0
- Frontier orbital gap (alpha / beta): 8.015 / 7.641 eV
- Energy relative to the best compared isomer or geometry (same formula, charge and spin): 0.000 eV
- HOMO level (alpha / beta): -7.18 / -10.37 eV
- Spin multiplicity: 3
- Largest force on an atom: 0.0818 hartree/bohr
- LUMO energy (alpha / beta): 0.833 / -2.731 eV